Entry 1:
The following is a quantum chemistry calculation of a molecular structure, C29H46InN4O4S2SbTe, from the OMol25 dataset.

- total energy (hartree) = -3146.92549
- total charge = +2
- energy above the lowest of the compared OMol25 structures with the same formula, charge and spin (kJ/mol) = 104.21
- spin multiplicity = 1
- LUMO energy (eV) = -5.916

Atoms and positions in Å:
In (-0.069, 0.239, -1.387)
O (3.314, 2.290, 1.795)
C (2.179, 2.142, 1.128)
O (1.940, 1.172, 0.438)
C (1.240, 3.288, 1.365)
C (1.498, 4.225, 2.359)
C (0.583, 5.244, 2.545)
C (-0.547, 5.277, 1.746)
C (-0.716, 4.300, 0.771)
N (0.169, 3.323, 0.583)
C (-1.895, 4.266, -0.182)
O (-2.924, 5.082, 0.038)
O (-1.908, 3.516, -1.115)
H (3.912, 1.543, 1.654)
H (2.386, 4.154, 2.969)
H (0.749, 6.004, 3.296)
H (-1.268, 6.071, 1.888)
H (-2.836, 5.658, 0.804)
C (-5.178, 1.569, -2.904)
S (-4.042, 1.016, -4.192)
C (-2.679, 0.423, -3.311)
S (-2.612, 0.507, -1.586)
N (-1.763, -0.083, -4.100)
N (-0.627, -0.494, -3.527)
C (0.192, -1.194, -4.211)
C (1.446, -1.611, -3.598)
C (2.328, -2.440, -4.280)
C (3.501, -2.833, -3.658)
C (3.776, -2.365, -2.380)
C (2.858, -1.523, -1.778)
N (1.715, -1.165, -2.361)
H (-6.002, 2.053, -3.424)
H (-4.687, 2.283, -2.248)
H (-5.553, 0.717, -2.343)
H (-0.045, -1.494, -5.227)
H (2.088, -2.774, -5.281)
H (4.195, -3.495, -4.159)
H (4.682, -2.648, -1.865)
H (3.034, -1.104, -0.796)
C (2.002, 1.648, -4.425)
Te (1.160, 2.544, -2.677)
C (3.101, 3.132, -1.992)
H (2.609, 2.395, -4.930)
H (1.193, 1.337, -5.083)
H (2.613, 0.794, -4.146)
H (3.858, 2.531, -2.489)
H (3.203, 3.042, -0.918)
H (3.214, 4.177, -2.271)
C (1.435, -0.335, 3.474)
C (1.303, -1.574, 2.594)
C (1.008, -2.804, 3.442)
C (2.575, -1.783, 1.779)
Sb (-0.392, -1.262, 1.155)
C (-2.071, -0.350, 2.332)
C (-1.821, 1.156, 2.284)
C (-3.396, -0.700, 1.668)
C (-2.077, -0.882, 3.760)
C (-1.021, -3.259, 0.390)
C (-1.592, -4.113, 1.516)
C (-2.066, -3.023, -0.695)
C (0.221, -3.900, -0.220)
H (2.371, -0.398, 4.038)
H (0.632, -0.266, 4.202)
H (1.451, 0.588, 2.897)
H (1.772, -2.881, 4.224)
H (1.051, -3.720, 2.853)
H (0.039, -2.747, 3.939)
H (3.416, -1.942, 2.464)
H (2.792, -0.914, 1.161)
H (2.507, -2.664, 1.138)
H (-1.831, 1.522, 1.253)
H (-0.868, 1.428, 2.744)
H (-2.617, 1.671, 2.832)
H (-3.449, -0.351, 0.640)
H (-4.201, -0.212, 2.227)
H (-3.589, -1.773, 1.694)
H (-1.219, -0.558, 4.342)
H (-2.130, -1.972, 3.792)
H (-2.970, -0.499, 4.265)
H (-2.429, -3.624, 2.018)
H (-0.841, -4.367, 2.261)
H (-1.968, -5.050, 1.095)
H (-2.972, -2.558, -0.312)
H (-2.344, -3.987, -1.132)
H (-1.674, -2.401, -1.503)
H (1.003, -4.068, 0.523)
H (0.629, -3.291, -1.031)
H (-0.046, -4.876, -0.637)

---

Entry 2:
The following is a quantum chemistry calculation of a molecular structure, C29H46N6S2Si4Ti, from the OMol25 dataset.

- total energy (hartree) = -4264.96423
- total charge = +1
- energy above the lowest of the compared OMol25 structures with the same formula, charge and spin (kJ/mol) = 0.00
- spin multiplicity = 2
- LUMO energy (spin up / spin down) (eV) = -2.923 / -2.852

Atoms and positions in Å:
Ti (-0.026, 0.107, 0.465)
N (2.847, -0.373, -1.488)
C (3.084, 0.081, -0.257)
N (2.137, 0.209, 0.654)
C (2.662, 0.655, 1.856)
C (3.990, 0.879, 1.860)
S (4.653, 0.512, 0.305)
C (1.698, 0.754, 2.947)
C (1.952, 0.952, 4.252)
S (0.493, 0.838, 5.169)
C (-0.380, 0.518, 3.722)
N (0.349, 0.542, 2.618)
N (-1.699, 0.251, 3.748)
H (1.897, -0.580, -1.754)
H (3.539, -0.322, -2.213)
H (4.623, 1.230, 2.659)
H (2.906, 1.110, 4.730)
H (-2.173, 0.126, 4.623)
H (-2.136, -0.129, 2.930)
C (-6.363, 1.270, 0.083)
C (-4.910, 0.943, 0.228)
C (-4.023, 1.838, 0.832)
C (-2.696, 1.497, 0.958)
N (-2.206, 0.315, 0.542)
C (-3.050, -0.544, -0.042)
C (-4.391, -0.266, -0.218)
H (-6.543, 2.339, 0.181)
H (-6.938, 0.759, 0.859)
H (-6.746, 0.933, -0.880)
H (-4.362, 2.802, 1.187)
H (-1.990, 2.182, 1.409)
H (-2.618, -1.480, -0.373)
H (-5.021, -1.000, -0.706)
C (-0.133, 1.514, -1.205)
C (1.055, 2.393, -1.350)
C (1.867, 2.383, -2.486)
C (3.032, 3.129, -2.546)
C (3.414, 3.910, -1.458)
C (2.599, 3.966, -0.326)
C (1.438, 3.219, -0.285)
C (4.643, 4.650, -1.488)
N (5.635, 5.233, -1.516)
H (-0.378, 0.983, -2.130)
H (-1.004, 2.135, -0.971)
H (1.579, 1.781, -3.341)
H (3.651, 3.109, -3.434)
H (2.882, 4.591, 0.511)
H (0.819, 3.268, 0.606)
C (3.246, -3.558, -1.334)
Si (2.156, -3.640, 0.220)
C (1.969, -5.486, 0.561)
C (3.115, -2.945, 1.703)
Si (0.069, -2.514, -0.042)
Si (-0.736, -3.234, -2.141)
C (-0.012, -2.149, -3.506)
C (-2.614, -3.132, -2.329)
C (-0.245, -5.021, -2.456)
Si (-1.200, -3.626, 1.616)
C (-1.658, -5.397, 1.174)
C (-0.214, -3.559, 3.224)
C (-2.883, -2.848, 2.019)
H (4.149, -2.974, -1.134)
H (2.764, -3.134, -2.218)
H (3.568, -4.571, -1.596)
H (2.980, -5.908, 0.559)
H (1.392, -6.017, -0.198)
H (1.531, -5.694, 1.539)
H (4.110, -2.604, 1.402)
H (3.257, -3.736, 2.446)
H (2.611, -2.116, 2.207)
H (-0.320, -1.105, -3.391)
H (-0.366, -2.486, -4.486)
H (1.084, -2.183, -3.537)
H (-2.978, -2.105, -2.434)
H (-3.155, -3.616, -1.509)
H (-2.882, -3.659, -3.251)
H (0.842, -5.140, -2.504)
H (-0.659, -5.350, -3.414)
H (-0.624, -5.691, -1.681)
H (-0.806, -6.064, 1.063)
H (-2.233, -5.421, 0.243)
H (-2.302, -5.801, 1.962)
H (0.670, -4.201, 3.189)
H (-0.833, -3.893, 4.064)
H (0.135, -2.545, 3.443)
H (-3.596, -2.929, 1.193)
H (-2.844, -1.800, 2.335)
H (-3.293, -3.424, 2.855)

---

total energy of number 2 (C29H46N6S2Si4Ti)? -4264.96423 hartree

---

Among the records above, which one has the lowest total energy? C29H46N6S2Si4Ti